No. 1
C25H34IO2STi | ωB97M-V/def2-TZVPD

Results
gap between HOMO and LUMO (alpha / beta)	0.1501 / 0.1578	Eh
ΔE to the lowest compared entry with this formula, charge and spin	63.6	kcal per mole
E	-2668.874283	Eh
E_HOMO (alpha / beta)	0.3 / 0.1	eV
2S+1	2
net charge	-2

The geometry in XYZ format:
```
64
Properties=species:S:1:pos:R:3:forces:R:3:nbo_charge:R:1
C -4.2847 1.1490 -3.6738 0.1 -0.1 0.1 -0.219
H 0.7716 -2.7886 -2.7524 0.0 0.0 0.0 0.239
C -0.6484 -2.9430 1.8046 -0.1 0.1 0.0 -0.605
C 2.2960 -1.5542 -1.8858 0.0 0.0 0.0 0.012
H -1.1515 -3.0124 0.8403 0.0 0.0 0.0 0.246
H 2.8640 2.3417 -1.1453 0.0 0.0 0.0 0.226
H 0.4089 -2.7348 1.6237 0.0 -0.1 0.0 0.198
H 4.3077 -3.3215 1.5190 0.0 0.0 0.0 0.192
C -3.1309 1.6551 -3.1135 -0.1 -0.1 0.0 -0.257
H 3.6572 0.2706 2.3765 0.0 0.0 0.0 0.248
C -2.2641 0.8744 -2.3200 0.2 0.0 0.1 -0.083
C 2.5280 -2.3902 -0.7874 0.0 0.0 -0.1 0.003
H -3.9836 -2.0205 -2.5375 0.0 0.0 0.0 0.220
C 2.0405 -3.8182 -0.8600 0.0 0.1 0.0 -0.646
H 5.0052 -0.8075 1.9908 0.0 0.0 0.0 0.196
C -2.5812 -0.4954 -2.1470 -0.1 0.7 -0.3 -0.226
Ti -0.2421 0.2325 0.3258 0.0 -0.2 -0.4 1.371
C -0.5173 -1.7674 3.9903 0.0 0.0 0.0 -0.596
C 3.3670 -2.7606 1.5727 0.0 0.0 -0.1 -0.640
C -1.7128 -1.5174 -1.4554 0.8 -0.2 0.3 0.795
H 3.3850 -2.1586 2.4784 0.0 0.0 0.0 0.222
H -0.7420 -3.9028 2.3304 0.0 0.0 0.0 0.167
H 2.2811 -4.2617 -1.8280 0.0 0.0 0.0 0.199
O -0.4878 -1.1822 -1.1453 -0.7 0.2 0.3 -0.859
I 1.4748 2.3790 3.0970 0.1 0.1 0.1 -0.098
H 4.5981 2.0231 -1.0029 0.0 0.0 0.0 0.191
H -5.5327 -0.6003 -3.8720 0.0 0.0 0.0 0.184
H 3.2510 1.4479 -3.1062 0.0 0.0 0.0 0.198
H -2.8799 -3.0320 3.3912 0.0 0.0 0.0 0.164
H -0.8986 -0.9510 4.6091 0.0 0.0 0.0 0.195
C 3.3116 0.2909 -0.6923 0.0 0.0 0.0 -0.015
C 3.6109 1.7702 -0.5975 0.0 -0.1 0.0 -0.644
H -4.9272 1.7921 -4.2664 0.0 0.0 0.0 0.184
H 4.9619 0.8167 1.3291 0.0 0.0 0.0 0.205
C -3.7698 -0.9724 -2.7103 0.2 -0.3 0.2 -0.108
H -3.1745 -1.2790 3.4647 0.0 0.0 0.0 0.189
S -0.9223 1.7535 -1.5851 -0.3 0.1 -0.1 -0.390
H 2.2089 -2.6094 -3.7802 0.0 0.0 0.0 0.186
H 2.4761 0.1291 -3.9687 0.0 0.0 0.0 0.201
H 0.9528 -3.8366 -0.7434 0.0 -0.1 0.0 0.250
H 2.5559 -3.4740 1.6909 0.0 0.0 0.0 0.223
C 4.3431 -0.0413 1.5854 0.0 0.0 0.0 -0.648
C -1.2337 -1.7925 2.6301 -0.1 0.1 0.1 -0.098
C 3.5889 -0.5563 0.3828 0.0 0.0 0.0 -0.005
H -0.6553 -2.7131 4.5348 0.0 0.0 0.0 0.163
C -2.7275 -2.0777 2.8659 0.1 0.0 0.0 -0.599
C 1.5418 -2.0935 -3.0777 0.0 0.0 0.1 -0.640
C 3.1650 -1.8910 0.3497 0.0 0.0 0.0 -0.015
O -2.1575 -2.6508 -1.2926 -0.1 -0.1 -0.1 -0.691
H 1.2058 2.8327 0.4955 0.0 0.1 0.1 0.176
H -1.4103 0.3997 2.4783 0.0 -0.1 0.1 0.181
H -2.8737 2.6980 -3.2520 0.0 0.0 0.0 0.206
H 1.5061 1.1871 -2.9344 0.0 0.0 -0.1 0.258
H 1.0280 -1.2964 -3.6075 0.0 0.0 0.0 0.226
C 0.5499 2.2339 1.1319 -0.2 -0.4 -0.4 -1.051
H -3.2435 -2.1152 1.9054 0.0 0.0 0.0 0.218
H 2.4807 -4.4477 -0.0908 0.0 0.0 0.0 0.200
C -4.6209 -0.1867 -3.4550 -0.2 0.2 -0.2 -0.308
H -0.3667 2.8197 1.2663 0.1 0.0 0.1 0.190
H 0.5497 -1.5967 3.8314 0.0 0.0 0.0 0.209
H 3.5682 2.1080 0.4359 0.0 0.0 0.0 0.233
C -1.0303 -0.4754 1.9116 0.0 0.0 0.1 -1.066
C 2.4752 0.6857 -3.0330 0.0 0.0 0.1 -0.653
C 2.7088 -0.2229 -1.8481 0.0 0.1 0.0 -0.006
```
Forces are in eV/Å.

***

No. 2
C25H34IrNO2Si | ωB97M-V/def2-TZVPD

Results
gap between HOMO and LUMO (alpha / beta)	0.2516 / 0.2117	Eh
E	-1571.546317	Eh
E_HOMO (alpha / beta)	-8.8 / -11.9	eV
2S+1	6
net charge	+1

The geometry in XYZ format:
```
64
Properties=species:S:1:pos:R:3:forces:R:3:lowdin_spin:R:1
C 3.4080 2.1375 -4.7232 -0.3 0.3 0.2 0.001
C -0.3051 2.5556 -4.0308 0.2 -0.1 -0.1 0.002
H 1.5300 2.5193 -1.5045 -0.1 -0.4 0.1 0.005
H 0.0720 0.3951 -5.6588 0.4 0.0 0.2 0.000
H 2.1224 3.6754 -3.8278 0.3 -0.4 -0.2 0.000
H -1.1912 0.6490 -1.9123 -0.6 0.0 -1.8 0.053
C -1.1180 -1.7698 -1.2691 -0.9 -0.9 0.2 0.294
H 0.4122 -1.5506 5.4720 -0.1 0.3 -0.3 0.003
C -3.2544 -1.6848 -2.4011 -0.3 -0.1 0.0 0.024
C -1.7371 -1.5205 -2.5917 0.1 0.0 -0.2 0.038
H -0.2276 2.5905 -2.9238 -0.2 0.0 -0.5 0.000
H -0.0997 -3.7291 -1.4352 0.0 0.1 0.2 0.014
H -2.1589 1.7277 4.8385 0.2 -0.2 0.1 -0.001
H -3.6483 -1.0283 -1.6201 0.0 0.0 -0.5 0.001
H 4.3851 0.4588 -5.6404 -0.1 0.0 0.0 0.000
O -0.6229 0.5717 2.4497 -1.0 0.4 -2.0 0.746
C -1.6135 -0.9605 -0.0391 -0.9 -1.4 1.4 0.171
H -1.5897 -2.2367 -4.6469 0.1 -0.2 0.4 0.001
C -1.7446 0.7327 5.0530 -0.7 0.2 -0.6 0.102
C -0.5032 -2.9546 -0.7939 0.1 -0.8 1.8 0.295
H -1.5193 -3.5269 -3.3773 0.0 0.3 -0.3 0.001
C 2.2405 0.2633 -5.7091 -0.3 0.3 0.1 0.000
N -1.4714 1.7644 -4.4492 -0.8 0.3 -0.4 0.013
H -3.8036 -1.5187 -3.3391 0.2 0.0 0.4 0.004
H 2.2357 -0.6716 -6.2644 0.1 0.2 0.1 0.000
H 1.4156 -0.7220 1.4419 0.0 -0.1 0.0 0.008
O -3.1248 1.0019 -2.9686 -0.3 0.6 -1.9 0.039
H 1.1016 2.5765 4.0841 0.0 -0.1 0.1 0.000
C 1.5501 1.5258 -1.0643 1.0 -0.4 -0.4 0.087
C 2.0039 0.3249 -1.6987 0.8 0.9 0.1 0.164
C 1.5162 -0.1873 0.5112 1.6 0.2 0.1 0.078
H -0.4208 3.6003 -4.3570 -0.2 -0.4 0.1 0.001
H 4.3273 2.6813 -4.4961 -0.2 -0.3 -0.2 0.000
H 1.4831 -1.4918 4.0645 -0.2 0.2 0.0 0.001
C -1.1641 -0.1085 -2.8598 -1.2 0.4 -2.9 0.165
H 0.8740 1.9044 1.0573 0.1 -0.1 -0.1 0.012
C -1.2218 -1.8207 1.0784 -1.0 0.4 -0.5 0.388
H -0.2295 -0.1964 -3.4163 0.4 0.0 0.4 0.018
H -2.1744 2.2683 -4.9772 0.1 0.2 0.3 0.000
H -2.5513 -0.3950 -0.0755 0.3 -0.2 0.3 0.025
C 3.4327 0.8999 -5.3726 0.0 0.2 0.1 0.000
H 2.1895 -1.7809 -0.9518 0.1 0.2 0.2 0.006
C 1.2530 1.2189 0.3099 0.9 -0.3 0.3 0.147
C 1.9655 -0.7411 -0.7441 0.4 0.2 0.9 0.139
H -2.5325 0.0097 4.7972 0.2 0.1 0.0 0.000
C 2.1880 2.7040 -4.3388 -0.2 -0.4 0.1 0.000
H -0.1100 -2.4882 -3.6826 -0.3 0.0 0.0 0.000
H -3.4280 -2.7103 -2.0397 0.1 0.2 -0.3 0.001
C 1.0185 0.8429 -5.3477 0.2 0.0 0.2 0.001
H 2.2034 1.1924 4.1242 -0.3 0.0 0.0 0.000
C -1.2108 -2.5042 -3.6466 0.1 0.0 0.0 0.007
H -0.1370 -3.7124 1.2584 0.1 0.0 0.0 0.001
Ir -0.1315 0.0007 -0.8444 0.8 2.0 1.7 1.594
C 1.2351 1.5644 4.4914 -0.3 0.1 -0.4 0.001
Si -0.1996 0.4199 3.9684 2.1 -0.4 4.3 0.095
H 1.3222 1.6558 5.5842 -0.1 -0.1 -0.3 0.000
H -1.5734 0.6680 6.1352 0.4 -0.1 -0.4 0.010
H -0.1649 -2.1075 3.8904 0.1 0.0 0.2 0.001
H -1.5342 -1.6119 2.0883 0.0 -0.1 -0.1 0.018
C -0.5247 -2.9346 0.6182 0.2 -0.9 -1.3 0.139
C -2.0449 0.8982 -3.5434 -0.7 0.0 2.1 0.036
H 2.3554 0.2202 -2.7260 -0.3 0.1 0.2 0.008
C 0.4443 -1.3438 4.3926 -0.3 -0.1 -0.6 0.044
C 0.9898 2.0144 -4.5827 0.6 -0.1 -0.5 0.001
```
Forces are in eV/Å.

***

No. 3
C25H34N4O4S | ωB97M-V/def2-TZVPD

Results
gap between HOMO and LUMO	0.3219	Eh
ΔE to the lowest compared entry with this formula, charge and spin	64.6	kcal per mole
E	-1891.222590	Eh
E_HOMO	-8.2	eV
net charge	0

The geometry in XYZ format:
```
68
Properties=species:S:1:pos:R:3:forces:R:3:nbo_charge:R:1
O -1.1199 2.6603 -2.7874 0.3 0.0 0.0 -0.500
H 2.8475 3.7692 0.4230 0.1 0.0 0.1 0.209
C 2.0078 3.5513 -0.2197 0.0 0.0 0.1 -0.270
C 0.4455 -1.0312 -0.7260 -0.2 -0.1 0.2 0.154
C 4.5567 -2.1757 -3.6106 0.0 0.0 0.0 -0.405
C -2.4012 2.3237 -2.3132 -0.4 0.1 0.1 -0.166
H -1.5567 1.4960 3.6528 0.0 0.0 0.1 0.206
H -3.0101 2.1725 -3.2098 0.0 0.0 0.2 0.226
O -3.3978 0.8198 -0.7318 -0.2 0.0 0.1 -0.601
H 0.3613 -3.2434 1.8577 0.1 -0.1 0.1 0.243
O -3.7017 -3.4384 1.3272 0.0 0.4 -0.1 -0.938
H 4.4694 -3.1901 -3.1905 0.0 0.0 0.0 0.165
C -0.9446 -0.7775 -0.8024 0.0 -0.2 0.3 0.186
C -0.1380 2.9773 -1.8787 0.2 0.2 0.1 0.304
H 5.5445 -1.7842 -3.3725 0.1 0.0 0.0 0.201
C -1.8296 -1.4722 0.0073 -0.1 0.0 -0.1 -0.231
H 4.6772 -0.7377 -1.4322 0.0 0.0 0.1 0.207
H -2.8919 -1.3203 -0.0800 -0.1 0.1 -0.1 0.270
N 1.2902 -0.3269 -1.5888 -0.1 0.1 0.0 -0.466
N 3.5550 -1.2684 -3.0964 0.0 0.0 0.0 -0.438
H 2.1448 -1.8525 -4.5035 0.0 0.0 0.0 0.207
S -2.4874 -3.1940 2.0462 0.0 -0.1 0.3 2.340
H -2.5962 0.6727 4.8198 0.0 0.1 0.1 0.193
H -2.8482 3.1392 -1.7310 0.1 -0.2 0.0 0.208
H -3.8423 1.0394 2.7074 0.0 0.0 -0.1 0.215
H -2.3017 -1.8256 5.2464 0.0 -0.1 0.0 0.195
C -1.3403 -2.3518 0.9542 -0.3 -0.4 0.3 -0.342
H -1.1574 -2.7528 4.2548 0.0 0.1 0.2 0.236
C 0.6148 3.0673 1.8183 0.0 0.0 0.0 -0.651
H 2.6964 0.0833 -0.1138 0.0 0.1 0.0 0.214
H 1.9572 -2.0882 0.3686 0.1 0.0 0.0 0.219
H -4.4100 -0.9818 3.9446 0.0 0.0 -0.1 0.193
H -0.2845 3.5871 2.1436 0.0 0.0 0.1 0.220
H 0.5108 2.0169 2.0925 0.0 -0.1 0.1 0.221
H 1.4695 3.4787 2.3487 0.0 0.0 0.1 0.217
C 3.6692 -1.0915 -1.6613 -0.1 0.2 0.1 -0.239
H -4.4119 -1.3872 2.2155 -0.2 0.1 0.1 0.241
H 1.4549 0.3114 -3.5555 -0.1 0.0 -0.1 0.206
C 0.7900 3.1914 0.3356 0.1 0.1 -0.1 0.114
H -2.5803 0.2075 1.8013 0.0 0.1 0.0 0.210
H 4.4575 -2.2376 -4.6931 0.1 -0.1 -0.1 0.202
O -1.7881 -4.3036 2.6299 0.2 0.3 0.0 -0.947
H 1.9451 -2.6440 -2.9181 0.0 0.0 0.0 0.167
C -1.8249 -1.8909 4.2608 0.7 0.0 0.2 -0.228
H 2.9164 0.9135 -1.6641 0.1 -0.1 0.1 0.214
C 1.2112 -0.6089 -3.0133 0.2 -0.4 -0.3 -0.229
C -2.0755 0.5593 3.8658 0.1 0.0 -0.3 -0.402
N -2.8498 -2.1566 3.2836 0.1 -0.8 -0.7 -0.681
H -0.5238 -0.6835 3.0336 0.1 0.0 0.0 0.203
H 0.2075 -0.9419 -3.2802 0.0 0.1 0.0 0.212
C 2.6544 -0.0421 -1.1962 0.3 0.0 0.1 -0.222
H -0.6435 0.6459 -2.2216 -0.2 0.0 0.1 0.434
H -1.2284 2.6380 -0.0532 -0.1 0.0 0.1 0.221
H 1.1830 3.3955 -3.5002 0.0 0.0 -0.1 0.226
H -0.3572 -0.3997 4.7738 0.1 0.0 0.0 0.211
C 1.0898 3.3441 -2.4271 -0.2 -0.1 -0.1 -0.269
C 0.9002 -1.9066 0.2585 -0.1 0.1 -0.1 -0.246
H 3.1001 3.9221 -2.0223 0.1 0.0 -0.1 0.217
C -2.4620 1.0447 -1.4646 0.2 0.2 -0.4 0.660
C 2.2091 -1.6961 -3.4245 -0.2 0.2 -0.1 -0.238
C -3.0885 0.2534 2.7650 0.0 0.0 0.3 -0.412
C 2.1511 3.6337 -1.5955 -0.1 0.0 -0.1 -0.189
C -0.2853 2.9132 -0.5013 -0.2 0.0 -0.2 -0.347
C -1.0741 -0.5889 3.9728 -0.2 0.0 0.2 -0.419
N -1.3795 0.2470 -1.6520 0.3 -0.2 -0.4 -0.641
C 0.0154 -2.5547 1.1036 0.0 -0.1 0.1 -0.198
H 3.5114 -2.0484 -1.1307 0.0 0.0 0.0 0.159
C -3.7823 -1.0804 3.0503 -0.4 0.4 -0.4 -0.230
```
Forces are in eV/Å.